Record 1
{"formula": "C12H16N2O", "method": "ωB97M-V/def2-TZVPD", "symbols": ["C", "C", "C", "C", "C", "C", "C", "C", "C", "C", "C", "C", "N", "N", "O", "H", "H", "H", "H", "H", "H", "H", "H", "H", "H", "H", "H", "H", "H", "H", "H"], "coordinates": [[-4.71, -1.10, 1.13], [-1.40, -1.50, -1.39], [-2.63, -0.97, -1.46], [-0.57, -0.67, -0.60], [-3.48, 1.17, -0.71], [3.34, 0.54, 0.48], [2.47, 0.05, 1.75], [3.25, -0.57, -0.53], [0.98, -0.16, 1.29], [1.86, -0.62, -1.10], [0.75, -0.85, -0.05], [-3.00, 2.45, -0.13], [-1.28, 0.47, -0.33], [-2.50, 0.29, -0.86], [-4.86, -0.09, 1.58], [-1.16, -2.58, -1.72], [-3.51, -1.20, -1.94], [2.94, 1.36, -0.06], [4.38, 0.61, 0.87], [3.01, -0.91, 2.03], [2.33, 0.76, 2.69], [3.90, -0.21, -1.32], [3.53, -1.52, -0.16], [0.25, -0.81, 1.95], [0.57, 0.88, 1.24], [1.58, 0.36, -1.67], [1.83, -1.38, -1.91], [0.87, -1.89, 0.45], [-2.11, 2.74, -0.53], [-2.81, 2.20, 0.98], [-3.82, 3.14, 0.03]], "mulliken_charge": [0.11, -0.86, -0.44, -0.15, -0.21, -0.72, -0.71, -0.75, -0.85, -0.76, 0.89, -0.86, -0.48, 0.51, -0.11, 0.28, 0.62, 0.41, 0.30, 0.30, 0.30, 0.33, 0.45, 0.30, 0.31, 0.32, 0.31, 0.19, 0.38, 0.24, 0.33], "mol_weight_g_mol": 204.27, "energy_ha": -651.43044, "homo_ev": -8.35, "relative_energy_kj_mol": 559.6}



Record 2
{"formula": "C3H6O", "method": "ωB97M-V/def2-TZVPD", "symbols": ["C", "C", "C", "O", "H", "H", "H", "H", "H", "H"], "coordinates": [[1.21, 0.12, -0.58], [-0.22, -0.27, -0.71], [-0.85, -0.47, 0.62], [-1.25, 0.91, 0.54], [1.52, 0.86, -1.33], [1.71, -0.83, -0.87], [1.57, 0.41, 0.41], [-1.76, 0.99, -0.29], [-1.71, -1.16, 0.68], [-0.23, -0.56, 1.52]], "mulliken_charge": [-0.83, -0.16, -0.24, -0.43, 0.30, 0.29, 0.27, 0.38, 0.22, 0.19], "mol_weight_g_mol": 58.08, "energy_ha": -192.99525, "homo_ev": -8.51, "relative_energy_kj_mol": 388.4}



Record 3
{"formula": "C9H15BN2O4", "method": "ωB97M-V/def2-TZVPD", "symbols": ["C", "C", "C", "C", "C", "C", "C", "B", "C", "O", "C", "N", "H", "H", "H", "H", "H", "H", "H", "H", "H", "H", "H", "H", "H", "H", "H", "N", "O", "O", "O"], "coordinates": [[2.84, -1.64, -0.79], [3.34, -0.23, -0.12], [2.46, 1.09, -0.54], [0.83, 0.89, -0.46], [-0.09, 1.71, -1.55], [-1.72, 1.46, -1.49], [-2.30, 0.41, -0.36], [-3.91, 0.02, -0.20], [-4.46, -1.13, -1.29], [-4.81, 0.63, 0.85], [-1.26, -0.33, 0.72], [0.25, -0.05, 0.61], [1.72, -1.67, -1.12], [2.94, -2.46, 0.07], [3.59, -1.98, -1.63], [3.32, -0.34, 1.05], [4.45, -0.03, -0.49], [2.72, 1.95, 0.24], [2.76, 1.42, -1.64], [0.47, 2.40, -2.31], [-2.43, 1.99, -2.27], [-3.89, -2.15, -1.04], [-4.10, -0.78, -2.38], [-5.63, -1.24, -1.22], [-5.35, -0.10, 1.29], [-1.72, -1.06, 1.51], [0.88, -0.56, 1.30], [2.27, 0.44, 3.32], [1.55, 0.75, 4.28], [2.70, 1.32, 2.55], [2.56, -0.75, 3.11]], "mulliken_charge": [-0.90, -0.31, -0.70, 0.45, -0.60, -0.19, 0.20, 0.36, -0.88, -0.55, -0.28, 0.16, 0.24, 0.23, 0.30, 0.11, 0.43, 0.31, 0.35, 0.32, 0.29, 0.30, 0.26, 0.22, 0.32, 0.29, 0.22, 0.94, -0.68, -0.57, -0.63], "mol_weight_g_mol": 226.04, "energy_ha": -786.82649, "homo_ev": -7.74}



Record 4
{"formula": "C17H19N", "method": "ωB97M-V/def2-TZVPD", "symbols": ["C", "C", "C", "N", "C", "C", "C", "C", "C", "C", "H", "H", "H", "H", "H", "H", "H", "H", "H", "C", "C", "C", "C", "C", "C", "C", "C", "H", "H", "H", "H", "H", "H", "H", "H", "H", "H"], "coordinates": [[1.69, 0.23, 2.38], [2.18, 0.04, 0.98], [2.76, 0.98, 0.20], [2.98, 0.52, -1.08], [2.52, -0.77, -1.15], [2.69, -1.74, -2.14], [2.09, -2.98, -1.97], [1.34, -3.22, -0.80], [1.35, -2.32, 0.24], [2.01, -1.09, 0.11], [2.49, 0.62, 3.01], [1.29, -0.70, 2.77], [0.83, 0.91, 2.42], [3.11, 1.99, 0.39], [3.24, 1.19, -1.78], [3.43, -1.65, -2.92], [2.37, -3.76, -2.66], [0.92, -4.20, -0.66], [0.75, -2.61, 1.10], [-2.68, 0.51, 2.61], [-2.41, -0.19, 1.29], [-2.17, 0.75, 0.12], [-1.33, 0.33, -0.90], [-1.11, 1.12, -2.02], [-1.98, 2.17, -2.30], [-2.77, 2.63, -1.25], [-2.84, 1.97, -0.04], [-1.78, 0.96, 3.04], [-3.00, -0.22, 3.37], [-3.46, 1.25, 2.47], [-1.52, -0.81, 1.34], [-3.27, -0.84, 1.08], [-0.93, -0.67, -0.82], [-0.25, 0.98, -2.67], [-1.85, 2.67, -3.24], [-3.32, 3.56, -1.37], [-3.36, 2.39, 0.81]], "mulliken_charge": [-1.41, 0.49, -0.64, -0.04, -0.53, -0.80, -0.43, -0.78, -0.17, 1.19, 0.42, 0.32, 0.20, 0.43, 0.23, 0.40, 0.38, 0.40, 0.34, -1.14, -0.13, 0.60, -0.44, -0.38, -0.70, -0.48, -0.25, 0.22, 0.37, 0.31, -0.03, 0.32, 0.44, 0.37, 0.36, 0.35, 0.20], "mol_weight_g_mol": 237.35, "energy_ha": -713.93153, "homo_ev": -7.86, "relative_energy_kj_mol": 80.7}



Record order is preserved below.
Gap between HOMO and LUMO: 0.306; 0.334; 0.204; 0.321 Ha